# 1
DFT (the ωB97M-V functional and the def2-TZVPD basis) results for a structure of composition C24H22Cl2NO5RhSSe2.

The calculation puts the energy above the lowest of the compared OMol25 structures with the same formula, charge and spin at 6.7 kcal per mole. The LUMO energy (alpha / beta) is -1.022 / -1.022 eV. Its HOMO energy (alpha / beta) is -6.624 / -6.621 eV.

Each line ends with the Löwdin charge.
Positions of all 58 atoms, in Å:
Rh 1.0478 1.3451 -1.4307  0.400
C 0.9816 4.6101 -0.1584  -0.327
Se 0.1388 2.8865 0.1595  1.013
C -1.5759 3.3156 -0.6754  -0.496
C -1.4458 3.5256 -2.1658  -0.512
Se -0.5945 2.0074 -3.0604  0.973
C -2.0943 0.7876 -2.8488  -0.345
H 0.3744 5.3846 0.3066  0.034
H 1.1029 4.7867 -1.2232  0.029
H 1.9626 4.5411 0.3009  0.012
H -1.9674 4.2077 -0.1848  0.076
H -2.2320 2.4800 -0.4305  0.054
H -0.8130 4.3821 -2.3927  0.055
H -2.4138 3.6846 -2.6426  0.074
H -2.9550 1.1948 -3.3746  0.032
H -2.3018 0.6300 -1.7948  0.003
H -1.8036 -0.1599 -3.2970  0.030
O 0.1344 -3.5420 -0.7005  0.179
C 0.8546 -2.9395 -1.4344  -0.305
N 0.9130 -1.5161 -1.5519  0.082
C 1.8385 -1.1256 -2.4921  -0.324
O 2.0731 0.0371 -2.7869  0.004
C 2.4455 -2.3532 -3.0474  -0.075
C 3.4236 -2.5083 -4.0065  0.018
C 3.7996 -3.8114 -4.3206  -0.051
C 3.2113 -4.9033 -3.6890  -0.051
C 2.2256 -4.7332 -2.7199  0.014
C 1.8600 -3.4403 -2.4159  -0.076
H 3.8764 -1.6517 -4.4866  0.127
H 4.5646 -3.9804 -5.0665  0.110
H 3.5297 -5.9021 -3.9560  0.110
H 1.7647 -5.5746 -2.2207  0.127
C -3.3898 -1.9207 5.3000  -0.046
C -4.0580 -0.6889 5.8461  -0.737
O -4.6910 -0.6616 6.8657  0.006
S -3.9232 0.8495 4.9254  1.018
C -2.9665 0.4129 3.4957  -0.566
C -1.5770 0.5065 3.5196  -0.089
C -0.8316 0.1793 2.4027  -0.029
C -1.4674 -0.2463 1.2259  -0.243
C -2.8673 -0.3265 1.2062  -0.032
C -3.6054 0.0040 2.3278  -0.103
C -0.6885 -0.5483 0.0822  0.024
C 0.1621 -0.6284 -0.7972  -0.152
H -2.3158 -1.7593 5.2057  0.084
H -3.7683 -2.1540 4.3051  0.083
H -3.5878 -2.7442 5.9813  0.087
H -1.0812 0.8410 4.4222  0.114
H 0.2487 0.2563 2.4187  0.100
H -3.3669 -0.6635 0.3065  0.114
H -4.6860 -0.0606 2.3083  0.108
Cl 5.7735 1.4190 1.6609  0.602
C 4.1411 0.7630 1.5463  -1.007
Cl 3.2985 0.8580 3.1184  0.587
C 3.2760 1.5112 0.5136  -0.784
O 2.4730 0.7053 -0.0706  -0.177
O 3.3582 2.7198 0.3910  -0.012
H 4.2146 -0.2886 1.3000  0.055


# 2
DFT (the ωB97M-V functional and the def2-TZVPD basis) results for a structure of composition C24H22CuF7IN4.

The LUMO energy (alpha / beta) is 0.218 / -1.228 eV. As for the spin multiplicity: 2. Its HOMO energy (alpha / beta) is -7.857 / -7.865 eV.

Each line ends with the Löwdin charge.
Positions of all 59 atoms, in Å:
Cu -0.1386 -0.2217 -0.0170  0.543
C 0.1941 1.1498 4.7104  -0.072
C -0.0462 1.1822 3.1989  -0.232
N -0.1402 -0.1253 2.5415  -0.214
C -1.1566 -1.0002 3.1278  -0.251
C -2.5506 -0.3812 3.1361  -0.075
C 1.1459 -0.8092 2.4591  -0.197
C 2.1542 -0.0907 1.5370  -0.203
N 1.4675 0.6151 0.4657  -0.074
C 2.0957 1.6068 -0.2121  -0.163
C 1.3097 2.5134 -0.9572  -0.144
F -0.0234 2.2981 -1.0020  0.061
C 1.8332 3.6039 -1.6072  -0.222
F 1.0061 4.4301 -2.2635  0.092
C 3.1900 3.8693 -1.5901  0.066
C 3.9926 2.9804 -0.9028  -0.220
F 5.3184 3.1750 -0.8907  0.094
C 3.4810 1.8783 -0.2473  -0.140
F 4.3561 1.0334 0.3250  0.087
H 0.3770 2.1608 5.0744  0.077
H -0.6678 0.7532 5.2485  0.064
H 1.0639 0.5404 4.9582  0.069
H -0.9660 1.7316 2.9877  0.111
H 0.7632 1.7316 2.7191  0.108
H -1.1685 -1.9156 2.5296  0.107
H -0.8871 -1.2966 4.1525  0.116
H -2.7416 0.1187 2.1885  0.051
H -3.3020 -1.1576 3.2814  0.077
H -2.6706 0.3495 3.9369  0.069
H 1.6106 -0.9478 3.4447  0.118
H 0.9524 -1.8035 2.0535  0.099
H 2.7709 0.6004 2.1174  0.117
H 2.8232 -0.8583 1.1381  0.122
H 3.6039 4.7250 -2.1010  0.135
I -5.9477 1.7099 -0.8835  0.864
C -4.2152 0.5914 -0.6696  -0.755
C -4.1154 -0.7835 -0.6936  -0.125
N -2.8190 -1.0720 -0.5076  0.023
N -2.0824 0.0310 -0.3663  -0.054
C -2.9109 1.0595 -0.4650  -0.170
H -4.8721 -1.5368 -0.8285  0.124
H -2.3319 -1.9637 -0.5173  0.123
H -2.5617 2.0754 -0.3852  0.117
F -0.4210 -9.5597 -1.2939  0.133
C 0.7302 -8.9640 -0.9089  -0.579
F 1.0413 -9.4810 0.2996  0.135
F 1.6866 -9.3570 -1.7680  0.133
C 0.5842 -7.4750 -0.8523  -0.130
C 1.3655 -6.6461 -1.6428  -0.005
C 1.2043 -5.2731 -1.5719  -0.015
C 0.2598 -4.7132 -0.7100  -0.251
C -0.5252 -5.5638 0.0770  -0.023
C -0.3646 -6.9338 0.0068  -0.011
C 0.0970 -3.2944 -0.6100  -0.128
C -0.0434 -2.0895 -0.5149  -0.060
H 2.0976 -7.0727 -2.3142  0.120
H 1.8113 -4.6241 -2.1879  0.120
H -1.2606 -5.1386 0.7468  0.112
H -0.9762 -7.5854 0.6179  0.125


# 3
DFT (the ωB97M-V functional and the def2-TZVPD basis) results for a structure of composition C24H22CuN2O2Te.

The charge is -1. The calculation puts the energy above the lowest of the compared OMol25 structures with the same formula, charge and spin at 11.4 kcal per mole. The LUMO energy is 2.412 eV. Its HOMO energy is -3.694 eV.

Each line ends with the Löwdin charge.
Positions of all 52 atoms, in Å:
Cu -17.3484 -7.1469 9.8850  0.358
O -18.2531 -7.7158 8.1938  -0.088
C -19.1621 -7.1544 7.5289  -0.407
C -19.6046 -7.7787 6.2923  -0.016
C -20.3432 -7.1110 5.3913  -0.150
C -20.7605 -5.8175 5.5112  -0.148
C -20.2964 -5.1974 6.6095  -0.086
C -19.5663 -5.8138 7.6824  -0.145
C -19.2558 -5.0130 8.8896  -0.128
N -18.8736 -5.4503 10.0141  0.000
C -18.4387 -4.5282 11.0491  -0.222
C -16.9290 -4.5912 11.3062  -0.228
N -16.3936 -5.9371 11.2701  0.005
C -15.3853 -6.1261 12.0664  -0.073
C -14.4796 -7.2934 12.0113  -0.143
C -13.5481 -7.3856 13.0375  -0.103
C -12.6349 -8.4276 13.1164  -0.137
C -12.7174 -9.5116 12.1820  -0.080
C -13.6366 -9.3598 11.1163  -0.062
C -14.6346 -8.3901 11.0737  -0.416
O -15.5892 -8.3649 10.2034  -0.131
H -19.2148 -8.8080 6.0995  0.121
H -20.5156 -7.5238 4.4455  0.081
H -21.2117 -5.2334 4.7582  0.080
H -20.3678 -4.1071 6.5996  0.099
H -19.4027 -3.9427 8.6435  0.113
H -18.9982 -4.6955 11.9467  0.093
H -18.6666 -3.4504 10.7171  0.122
H -16.6090 -3.9649 12.1614  0.113
H -16.4956 -4.0080 10.5078  0.106
H -14.9880 -5.3882 12.7162  0.096
H -13.3915 -6.5580 13.8048  0.120
H -11.8583 -8.4187 13.8923  0.080
H -12.0489 -10.3022 12.1973  0.061
H -13.7974 -10.2821 10.4667  0.125
C -14.6582 -6.9633 7.4680  -0.407
Te -12.5604 -7.1143 8.0295  1.162
C -12.2926 -5.7170 6.4048  -0.467
C -13.6206 -5.1023 6.0641  -0.288
C -13.8047 -4.0383 5.1928  -0.055
C -15.0405 -3.3856 5.0970  -0.097
C -16.1129 -3.8570 5.8573  -0.074
C -15.9939 -5.0762 6.5631  -0.007
C -14.7461 -5.6868 6.6423  -0.279
H -15.1604 -6.9302 8.4253  -0.001
H -15.0070 -7.8944 6.9484  0.086
H -11.9774 -6.2605 5.5579  0.027
H -11.5311 -5.0765 6.7496  0.017
H -12.9599 -3.6552 4.6309  0.104
H -15.2810 -2.5585 4.4557  0.087
H -17.0087 -3.2853 5.9362  0.084
H -16.7428 -5.5693 7.1740  0.099


# 4
DFT (the ωB97M-V functional and the def2-TZVPD basis) results for a structure of composition C24H22GeO2ReS4.

The charge is +3. The calculation puts the energy above the lowest of the compared OMol25 structures with the same formula, charge and spin at 0.0 kcal per mole. The LUMO energy (alpha / beta) is -11.657 / -11.689 eV. Its HOMO energy (alpha / beta) is -17.525 / -17.319 eV.

Each line ends with the Löwdin charge.
Positions of all 54 atoms, in Å:
Re 0.0213 0.3560 0.2461  0.807
O -4.7419 2.8695 -3.8496  0.122
C -3.9295 2.4492 -3.1209  -0.840
S -4.2807 1.7686 -1.4851  1.117
C -2.6454 1.5226 -1.0604  -1.058
C -1.6319 1.9418 -1.9895  -1.071
S 0.0354 1.7993 -1.6463  0.732
S -2.1303 2.6374 -3.4377  1.149
S -2.2249 0.8841 0.4412  0.758
Ge -0.0792 -1.7211 2.2071  1.270
C 0.5056 -1.3487 3.9735  -0.365
C -0.4065 -1.5380 5.0178  -0.103
C 0.0214 -1.3711 6.3254  -0.031
C 1.3463 -1.0416 6.5846  -0.013
C 2.2511 -0.8617 5.5425  -0.033
C 1.8330 -0.9990 4.2306  -0.111
C -0.8155 -3.3645 1.6920  -0.357
C -1.2714 -4.2630 2.6765  -0.072
C -1.7739 -5.4899 2.2960  -0.020
C -1.7757 -5.8489 0.9489  0.009
C -1.2975 -4.9794 -0.0312  -0.031
C -0.8389 -3.7319 0.3332  -0.116
H -0.4468 -1.2357 0.4866  -0.083
H -1.4390 -1.8087 4.8294  0.112
H -0.6746 -1.5112 7.1413  0.129
H 1.6806 -0.9315 7.6077  0.130
H 3.2834 -0.6194 5.7568  0.127
H 2.5447 -0.8523 3.4258  0.099
H -1.2204 -4.0108 3.7276  0.106
H -2.1503 -6.1772 3.0409  0.132
H -2.1505 -6.8216 0.6574  0.135
H -1.2953 -5.2822 -1.0690  0.127
H -0.4933 -3.0481 -0.4361  0.088
C 4.1658 -1.1582 -0.8531  -0.039
C 2.9810 -1.0648 0.0664  -0.217
O 1.9128 -0.2418 -0.5675  -0.295
H 4.9391 -1.7586 -0.3726  0.110
H 4.5855 -0.1757 -1.0656  0.103
H 3.9076 -1.6626 -1.7866  0.101
H 3.2079 -0.5377 0.9910  0.111
H 2.5400 -2.0408 0.2746  0.116
H 1.9993 -0.3079 -1.5304  0.104
C 0.4222 1.0449 1.8313  -0.243
C 0.7124 1.8104 2.9587  -0.312
C -0.2927 2.0654 3.9158  -0.005
C 0.0041 2.8587 5.0013  -0.018
C 1.2811 3.4041 5.1348  0.012
C 2.2769 3.1603 4.1899  -0.019
C 2.0045 2.3624 3.1017  -0.004
H -1.2838 1.6465 3.7962  0.126
H -0.7543 3.0693 5.7427  0.130
H 1.5006 4.0372 5.9850  0.134
H 3.2565 3.6028 4.3075  0.131
H 2.7635 2.1737 2.3532  0.127